96
Properties=species:S:1:pos:R:3 method="wB97M-V/def2-TZVPD" charge=+1 e_above_lowest_kj_mol=0.0 homo_ev="-9.00 / -9.08" mol_weight_da=1071.547 orbital_gap_ev="6.01 / 5.20" spin_multiplicity=4
W 0.127 -0.031 -0.280
C -0.662 -4.171 0.745
N -1.864 -3.477 0.300
C -3.111 -4.227 0.340
C -1.753 -2.305 -0.295
O -0.619 -1.898 -0.678
C -2.877 -1.290 -0.293
O -2.396 -0.088 0.316
C -2.692 0.148 1.681
C -1.500 -0.324 2.511
O -0.636 -0.986 1.916
N -1.416 0.007 3.787
C -2.389 0.841 4.474
C -0.224 -0.333 4.556
H -0.361 -4.947 0.038
H 0.146 -3.452 0.856
H -0.871 -4.628 1.712
H -2.923 -5.242 -0.010
H -3.502 -4.286 1.357
H -3.859 -3.779 -0.310
H -3.108 -0.990 -1.316
H -3.772 -1.645 0.215
H -2.819 1.228 1.772
H -3.615 -0.356 1.977
H -3.358 0.820 3.983
H -2.512 0.470 5.491
H -2.035 1.873 4.527
H 0.436 -0.944 3.949
H 0.300 0.580 4.842
H -0.513 -0.879 5.454
S 6.281 1.546 3.491
C 4.892 1.174 2.732
S 3.457 2.172 2.782
C 2.452 1.144 1.787
C 3.024 0.017 1.333
S 2.150 -1.137 0.362
S 4.688 -0.268 1.766
S 0.813 1.604 1.410
C 0.766 5.207 -1.551
C 1.273 3.778 -1.508
O 0.256 2.850 -1.129
H 1.589 5.878 -1.796
H 0.359 5.497 -0.582
H -0.011 5.322 -2.310
H 2.061 3.671 -0.760
H 1.678 3.489 -2.485
H -0.558 3.089 -1.583
C 4.406 -6.674 -6.128
C 3.691 -5.558 -5.421
C 2.757 -5.811 -4.423
C 2.141 -4.780 -3.730
C 1.140 -5.126 -2.652
C 2.495 -3.449 -4.012
Te 1.799 -2.002 -2.542
N 0.783 0.119 -2.171
C -0.381 0.505 -2.648
O -1.266 0.807 -1.745
C -0.696 0.718 -4.071
C -1.723 1.604 -4.401
C -1.960 1.924 -5.726
C -1.194 1.345 -6.728
C -0.195 0.437 -6.408
C 0.058 0.128 -5.083
C 3.642 -0.933 -2.617
C 3.634 0.420 -2.942
C 4.820 1.130 -3.001
C 6.018 0.490 -2.721
C 6.016 -0.845 -2.356
C 4.836 -1.584 -2.295
C 4.901 -3.030 -1.881
C 3.337 -3.174 -5.097
C 3.619 -1.781 -5.599
C 3.934 -4.236 -5.766
H 4.136 -7.644 -5.715
H 5.485 -6.546 -6.034
H 4.169 -6.671 -7.193
H 2.511 -6.838 -4.173
H 0.757 -6.134 -2.803
H 0.296 -4.433 -2.662
H 1.609 -5.084 -1.664
H -2.311 2.045 -3.607
H -2.737 2.632 -5.981
H -1.372 1.608 -7.762
H 0.394 -0.022 -7.191
H 0.831 -0.582 -4.823
H 2.695 0.913 -3.145
H 4.808 2.180 -3.262
H 6.953 1.032 -2.779
H 6.947 -1.334 -2.094
H 5.662 -3.167 -1.113
H 5.160 -3.665 -2.732
H 3.941 -3.370 -1.490
H 2.965 -1.048 -5.138
H 3.473 -1.747 -6.680
H 4.653 -1.493 -5.398
H 4.611 -4.021 -6.587

10
Properties=species:S:1:pos:R:3 method="wB97M-V/def2-TZVPD" charge=0 e_above_lowest_kj_mol=288.5 homo_ev=-9.80 mol_weight_da=84.082 orbital_gap_ev=10.46 spin_multiplicity=1
C 0.459 1.089 -0.006
C 1.505 -0.627 0.087
H -2.204 -0.363 -0.705
H -1.981 -0.334 1.015
H -0.057 1.905 0.027
H 2.516 -1.312 -0.035
N -1.737 0.079 0.054
N -0.467 0.027 -0.294
N 1.677 0.682 -0.061
N 0.289 -1.145 -0.083